[1]
{
  "formula": "C21H20ClO2PW",
  "method": "ωB97M-V with the def2-TZVPD basis set",
  "lumo_energy_ev": [-7.94, -9.98],
  "spin_multiplicity": 3,
  "total_charge": 2,
  "elements": ["Cl", "C", "C", "C", "H", "C", "C", "H", "H", "H", "C", "W", "C", "C", "O", "O", "H", "H", "H", "C", "P", "C", "C", "C", "C", "C", "C", "C", "C", "C", "C", "C", "C", "H", "H", "H", "H", "H", "H", "H", "H", "H", "H", "H", "H", "H"],
  "coordinates": [[1.068, 2.008, 0.815], [-1.406, 0.767, -1.690], [-0.988, -0.578, -1.963], [0.442, -0.557, -2.210], [-1.640, -1.426, -2.079], [0.917, 0.787, -2.038], [-0.248, 1.617, -1.762], [-0.240, 2.700, -1.751], [-2.421, 1.113, -1.568], [1.073, -1.387, -2.495], [2.317, 1.267, -2.238], [0.045, 0.064, -0.118], [-0.291, -1.860, 0.461], [-1.346, 0.721, 1.321], [-0.800, -2.926, 0.624], [-2.024, 1.053, 2.209], [3.027, 0.501, -1.907], [2.504, 2.187, -1.669], [2.521, 1.479, -3.298], [1.524, -2.801, 3.049], [1.294, -1.148, 2.332], [0.291, -0.615, 3.801], [0.652, 0.401, 4.695], [-0.159, 0.668, 5.819], [-1.337, -0.055, 6.040], [-1.710, -1.049, 5.134], [-0.908, -1.318, 4.026], [3.112, -0.903, 2.191], [3.812, -1.794, 1.349], [5.198, -1.931, 1.447], [5.920, -1.116, 2.328], [5.240, -0.157, 3.090], [3.842, -0.028, 3.003], [0.597, -3.311, 3.326], [2.092, -2.595, 3.987], [2.140, -3.452, 2.420], [1.557, 0.997, 4.498], [0.140, 1.467, 6.508], [-1.966, 0.167, 6.892], [-2.629, -1.617, 5.273], [-1.210, -2.103, 3.321], [3.261, -2.444, 0.664], [5.720, -2.685, 0.850], [7.002, -1.230, 2.418], [5.802, 0.491, 3.774], [3.319, 0.732, 3.589]]
}


[2]
{
  "formula": "C21H20N6O6STa",
  "method": "ωB97M-V with the def2-TZVPD basis set",
  "lumo_energy_ev": -4.95,
  "e_above_lowest_kj_mol": 124.0,
  "total_charge": 1,
  "elements": ["Ta", "C", "C", "C", "C", "C", "C", "N", "C", "C", "C", "C", "C", "C", "N", "N", "C", "C", "C", "C", "C", "N", "H", "H", "H", "H", "H", "H", "H", "H", "H", "H", "H", "H", "H", "C", "C", "N", "O", "C", "C", "N", "O", "H", "H", "H", "H", "H", "H", "H", "O", "S", "O", "O", "O"],
  "coordinates": [[0.401, 0.982, 0.446], [3.619, -2.701, 2.620], [3.024, -3.190, 1.459], [1.855, -2.629, 0.984], [1.262, -1.577, 1.685], [1.844, -1.097, 2.849], [3.031, -1.656, 3.309], [0.112, -0.915, 1.165], [-1.027, -1.674, 0.861], [-1.216, -3.019, 1.178], [-2.406, -3.634, 0.823], [-3.432, -2.942, 0.182], [-3.288, -1.593, -0.083], [-2.081, -0.990, 0.244], [-1.846, 0.409, 0.254], [-2.816, 1.178, 0.193], [-2.498, 2.454, 0.728], [-3.380, 3.498, 0.558], [-3.101, 4.680, 1.240], [-1.989, 4.732, 2.058], [-1.153, 3.622, 2.148], [-1.400, 2.491, 1.500], [4.537, -3.141, 2.982], [3.484, -4.008, 0.921], [1.408, -2.988, 0.065], [1.363, -0.303, 3.410], [3.485, -1.276, 4.214], [-0.450, -3.577, 1.694], [-2.543, -4.680, 1.066], [-4.350, -3.450, -0.075], [-4.090, -1.009, -0.514], [-4.248, 3.378, -0.071], [-3.752, 5.536, 1.139], [-1.743, 5.621, 2.620], [-0.258, 3.645, 2.754], [0.771, -0.728, -4.645], [0.519, -0.419, -3.209], [-0.620, -0.200, -2.674], [-1.658, -0.237, -3.575], [1.677, -0.312, -2.276], [3.066, -0.677, -2.668], [1.401, 0.115, -1.111], [2.242, 0.336, -0.082], [-0.143, -1.042, -5.139], [1.519, -1.513, -4.742], [1.152, 0.160, -5.155], [-2.447, -0.091, -3.038], [3.306, -0.270, -3.649], [3.161, -1.763, -2.732], [3.773, -0.301, -1.933], [0.697, 4.738, 0.348], [1.262, 3.498, -0.043], [1.354, 2.524, 1.258], [0.149, 2.574, -0.753], [2.462, 3.429, -0.787]]
}


[3]
{
  "formula": "C21H20N6OOsS2",
  "method": "ωB97M-V with the def2-TZVPD basis set",
  "lumo_energy_ev": [-13.48, -15.63],
  "spin_multiplicity": 5,
  "total_charge": 4,
  "elements": ["Os", "C", "C", "N", "N", "C", "S", "N", "N", "H", "H", "H", "H", "H", "H", "N", "C", "C", "C", "C", "N", "C", "C", "H", "H", "H", "H", "O", "S", "C", "C", "C", "C", "C", "C", "C", "C", "C", "C", "C", "C", "H", "H", "H", "H", "H", "H", "H", "H", "H", "H"],
  "coordinates": [[0.760, 0.752, -0.310], [0.313, 2.423, -5.618], [-0.140, 2.893, -4.289], [-0.849, 3.952, -4.046], [-1.045, 3.978, -2.706], [-0.477, 2.962, -2.093], [-0.457, 2.610, -0.374], [0.113, 2.249, -3.072], [0.834, 1.072, -2.813], [0.494, 3.291, -6.251], [-0.467, 1.819, -6.086], [1.231, 1.839, -5.558], [-1.583, 4.741, -2.305], [1.780, 1.183, -3.180], [0.393, 0.301, -3.316], [7.492, 2.820, 1.722], [6.429, 2.565, 1.366], [5.113, 2.244, 0.920], [4.800, 0.933, 0.529], [3.526, 0.675, 0.100], [2.550, 1.620, 0.072], [2.852, 2.885, 0.456], [4.118, 3.225, 0.871], [5.546, 0.149, 0.550], [3.252, -0.327, -0.235], [2.052, 3.609, 0.434], [4.330, 4.243, 1.169], [-0.674, -0.638, -0.261], [-2.007, -1.369, 0.093], [-1.617, -3.062, 0.478], [-2.690, -3.951, 0.202], [-2.546, -5.273, 0.521], [-1.342, -5.718, 1.116], [-0.266, -4.822, 1.364], [-0.402, -3.499, 1.063], [-2.513, -0.988, 1.731], [-1.644, -0.998, 2.841], [-2.177, -0.757, 4.085], [-3.558, -0.553, 4.228], [-4.411, -0.556, 3.121], [-3.895, -0.764, 1.858], [-3.596, -3.588, -0.269], [-3.336, -5.984, 0.313], [-1.236, -6.762, 1.389], [0.649, -5.206, 1.796], [0.402, -2.802, 1.252], [-0.583, -1.178, 2.728], [-1.540, -0.738, 4.959], [-3.968, -0.382, 5.216], [-5.470, -0.379, 3.252], [-4.539, -0.740, 0.987]]
}


[4]
{
  "formula": "C21H20NO6S",
  "method": "ωB97M-V with the def2-TZVPD basis set",
  "lumo_energy_ev": 1.96,
  "e_above_lowest_kj_mol": 0.0,
  "total_charge": -1,
  "elements": ["O", "C", "O", "C", "C", "C", "C", "C", "C", "S", "C", "C", "C", "C", "C", "C", "N", "H", "H", "H", "H", "H", "H", "H", "H", "O", "C", "O", "C", "C", "C", "H", "H", "H", "H", "H", "H", "O", "C", "O", "C", "C", "C", "H", "H", "H", "H", "H", "H"],
  "coordinates": [[4.756, 0.887, 1.007], [4.319, 0.644, -0.133], [4.800, -0.069, -1.059], [2.871, 1.130, -0.393], [2.330, 2.261, 0.231], [1.024, 2.662, -0.038], [0.237, 1.949, -0.928], [0.765, 0.810, -1.530], [2.073, 0.406, -1.274], [-0.271, -0.105, -2.645], [-1.786, 0.077, -1.763], [-2.720, -0.956, -1.693], [-3.914, -0.774, -1.008], [-4.164, 0.433, -0.363], [-3.225, 1.459, -0.420], [-2.047, 1.299, -1.136], [-1.108, 2.377, -1.237], [2.946, 2.828, 0.916], [0.607, 3.545, 0.432], [2.486, -0.467, -1.760], [-2.501, -1.906, -2.165], [-4.627, -1.584, -0.988], [-5.081, 0.580, 0.193], [-3.406, 2.401, 0.081], [-1.114, 2.703, -2.201], [4.756, 3.649, 1.915], [5.616, 3.470, 2.710], [5.364, 3.104, 4.003], [6.587, 2.980, 4.732], [7.670, 2.753, 3.680], [7.116, 3.538, 2.494], [6.752, 3.903, 5.297], [6.478, 2.153, 5.431], [8.657, 3.071, 4.013], [7.715, 1.694, 3.425], [7.415, 4.588, 2.508], [7.355, 3.107, 1.526], [-4.249, -4.514, -0.188], [-5.189, -4.678, -0.902], [-6.031, -3.664, -1.238], [-7.125, -4.155, -2.024], [-6.625, -5.458, -2.641], [-5.664, -5.959, -1.564], [-7.980, -4.312, -1.362], [-7.379, -3.393, -2.757], [-7.431, -6.147, -2.882], [-6.074, -5.243, -3.557], [-6.169, -6.558, -0.804], [-4.814, -6.518, -1.943]]
}


no.,E (hartree)
1,-1830.71837
2,-2047.21969
3,-2101.34758
4,-1716.71690